#one
10
Properties=species:S:1:pos:R:3 method="wB97M-V/def2-TZVPD" homo_lumo_gap_ev="8.70 / 8.70"
C 1.47 0.25 -0.31
C -1.03 0.73 0.22
C 0.19 -0.19 0.09
N 2.52 0.61 -0.75
O 0.18 -1.23 0.96
H -1.49 0.84 -0.89
H -1.85 0.18 0.70
H -0.65 1.57 0.65
H -0.22 -0.91 -1.56
H 0.90 -1.84 0.89

***

#two
10
Properties=species:S:1:pos:R:3 method="wB97M-V/def2-TZVPD" homo_lumo_gap_ev=9.70
O 1.08 -0.92 2.06
C 0.00 -0.57 2.00
C -0.52 0.46 -0.32
C 0.58 1.05 -0.80
N -0.80 -0.89 -0.50
H -1.07 -1.36 0.35
H -1.29 1.03 0.21
H 0.66 2.12 -0.87
H 1.38 0.44 -1.21
H -0.01 -1.37 -0.92

***

#three
10
Properties=species:S:1:pos:R:3 method="wB97M-V/def2-TZVPD" homo_lumo_gap_ev=10.41
H 1.29 -1.63 -1.17
N 0.34 -1.36 -1.47
C 0.12 -0.62 -0.46
C 0.70 0.03 0.80
C -0.71 0.30 0.27
O -0.95 1.57 -0.24
H 1.43 0.84 0.65
H 0.78 -0.44 1.79
H -1.51 -0.14 0.86
H -1.49 1.45 -1.03

***

#four
10
Properties=species:S:1:pos:R:3 method="wB97M-V/def2-TZVPD" homo_lumo_gap_ev=11.59 smiles=COCC#N
C 0.23 -1.14 0.47
O 0.64 -0.42 -0.68
C -0.10 0.74 -0.94
C -0.23 1.45 0.36
N -0.26 1.53 1.51
H 0.88 -2.01 0.51
H -0.82 -1.45 0.38
H 0.34 -0.56 1.40
H -1.12 0.53 -1.31
H 0.44 1.33 -1.69

***

Relative stability in eV, measured from the most stable structure: #one 2.853; #two 0.000; #three 1.240; #four 0.169